The following is a DFT calculation (wB97M-V/def2-TZVPD) of a 2-piece molecular cluster, C5H8O2 overall.

XYZ file:
```
15
Properties=species:S:1:pos:R:3:forces:R:3
C -2.162 0.045 -0.063 -0.23 0.67 0.20
C -1.080 0.785 0.154 -0.33 -0.13 -0.27
O -0.417 0.859 1.340 -0.11 0.06 0.00
C 0.981 0.651 1.141 0.27 0.17 0.10
C 1.435 -0.674 0.622 0.35 0.59 -0.15
C 1.500 0.345 -0.192 -0.02 -0.48 0.68
O 1.679 0.880 -1.402 0.09 -0.22 -0.12
H -2.678 -0.479 0.734 0.20 -0.13 -0.05
H -2.596 0.034 -1.056 -0.06 0.11 0.14
H -0.607 1.349 -0.650 -0.17 -0.09 0.03
H 1.532 1.202 1.901 -0.12 0.02 -0.07
H 1.482 -1.709 0.904 0.10 -0.01 -0.19
H 1.755 0.167 -2.054 0.09 0.10 0.10
H -0.745 -1.566 -0.590 0.77 -0.64 -0.42
H -0.079 -1.891 -0.791 -0.83 -0.03 0.02
```
Positions in Å, forces in eV/Å.

As for the structure (SMILES): C=CO[C@H]1C=C1O.[H][H]. For the orbital gap, the calculation gives 9.57 eV. The energy above the lowest of the compared OMol25 structures with the same formula, charge and spin is 496.59 kJ/mol. Its HOMO energy is -8.923 eV. The calculation puts the LUMO energy at 0.0239 Ha. The spin multiplicity is 1.